#1
7
Properties=species:S:1:pos:R:3 method="wB97M-V/def2-TZVPD" gap_ev="7.47 / 7.41" e_lumo_ev="-1.073 / -1.285" homo_energy_ev="-8.5 / -8.7" charge=0
C -1.897 0.655 0.060
C -3.705 -0.018 0.002
Si -0.250 0.007 0.498
Cl -4.573 0.242 1.346
H 0.675 0.263 -0.605
H 0.052 -1.285 1.113
H -0.199 1.105 1.495

***

#2
7
Properties=species:S:1:pos:R:3 method="wB97M-V/def2-TZVPD" gap_ev=7.25 e_lumo_ev=-2.197 homo_energy_ev=-9.4 charge=0
C -2.314 1.204 -0.015
C -1.276 0.662 -0.246
Si 1.332 -0.782 0.161
Cl 2.886 0.424 -0.148
H -3.211 1.869 0.130
H 0.811 -1.564 -0.902
H 1.772 -1.813 1.020

***

Of them, #1 has the lowest stability.

***

#1
12
Properties=species:S:1:pos:R:3 method="wB97M-V/def2-TZVPD" gap_ev=9.30 e_lumo_ev=0.434 homo_energy_ev=-8.9 charge=0
C -0.136 -0.562 -0.082
C 0.231 0.869 0.160
C 2.472 -0.593 -0.127
H -2.255 0.688 0.456
H -3.210 -0.483 -0.368
H -0.366 1.565 -0.486
H 0.064 1.051 1.247
N -2.291 -0.014 -0.256
N -1.329 -1.001 -0.221
O 3.646 -0.865 -0.208
S 2.027 1.112 -0.150
S 1.151 -1.766 0.036

***

#2
12
Properties=species:S:1:pos:R:3 method="wB97M-V/def2-TZVPD" smiles=Oc1n[nH]c(S)c1S gap_ev=9.44 e_lumo_ev=0.631 homo_energy_ev=-8.8 charge=0
C -0.698 0.761 0.676
C 0.612 -0.147 -0.822
C -0.176 -0.501 0.286
H -1.816 1.872 1.705
H 1.060 1.740 -1.610
H 0.946 -2.227 -1.712
H 0.306 -2.190 1.863
N -0.217 1.783 0.006
N 0.508 1.156 -0.979
O -1.596 0.964 1.634
S 1.608 -1.077 -1.859
S -0.537 -2.133 0.812

***

Of them, #1 has the lowest stability.

***

#1
20
Properties=species:S:1:pos:R:3 method="wB97M-V/def2-TZVPD" multiplicity=2 gap_ev="3.53 / 10.64" e_lumo_ev="0.887 / 0.724" homo_energy_ev="-2.6 / -9.9" charge=0
C -0.536 0.138 -2.039
O -1.103 1.458 -2.231
C -0.609 -0.074 -0.458
C 0.593 -1.028 -0.059
C 0.478 -1.292 1.553
N 0.759 -0.085 2.311
N -0.270 1.285 0.096
H 0.508 0.112 -2.357
H -1.253 -0.545 -2.476
H -1.215 1.524 -3.188
H -1.615 -0.322 -0.131
H 1.564 -0.544 -0.081
H 0.590 -1.970 -0.603
H 1.055 -2.221 1.713
H -0.581 -1.510 1.712
H -0.026 1.137 1.137
H 1.694 0.292 2.258
H 0.412 -0.114 3.263
H -0.986 2.016 -0.058
H 0.541 1.744 -0.362

***

#2
20
Properties=species:S:1:pos:R:3 method="wB97M-V/def2-TZVPD" multiplicity=2 gap_ev="3.62 / 9.10" e_lumo_ev="0.838 / 0.575" homo_energy_ev="-2.8 / -8.5" charge=0
C -0.732 -1.048 0.891
C 0.746 -0.496 0.622
C 0.739 1.011 0.794
C 1.490 1.851 0.024
N 1.621 3.156 0.357
N -1.754 -0.523 -0.112
H -0.943 -2.102 0.687
H -1.033 -0.804 1.976
H 1.068 -0.956 -0.412
H 1.540 -1.077 1.138
H 0.551 1.231 1.900
H 2.132 1.373 -0.704
H 1.349 3.288 1.354
H 2.612 3.485 0.205
H -2.660 -0.297 0.302
H -1.817 -0.988 -1.014
H -1.382 0.373 -0.309
H -1.051 -2.662 -2.810
H -0.976 -3.648 -1.653
O -1.491 -2.945 -2.045

***

Of them, #2 has the lowest stability.

***

#1
20
Properties=species:S:1:pos:R:3 method="wB97M-V/def2-TZVPD" smiles="CCNC(N)=O.O.O" gap_ev=9.91 e_lumo_ev=0.293 homo_energy_ev=-9.6 charge=0
C -1.210 -1.395 1.335
N -0.589 -1.418 0.026
C 0.755 -1.073 -0.103
N 1.267 -0.369 0.990
O 1.485 -1.481 -1.103
C -1.685 0.027 1.653
H -0.476 -1.898 2.119
H -1.978 -2.088 1.304
H -1.083 -1.694 -0.824
H 2.133 0.059 0.688
H 0.559 0.114 1.501
H -1.753 0.622 0.661
H -0.956 0.673 2.013
H -2.586 0.048 2.229
H 0.959 3.037 -1.937
H 0.426 3.198 -0.485
O 0.313 2.611 -1.347
H 1.518 -0.307 -2.513
H 1.553 1.087 -2.969
O 1.349 0.248 -3.238

***

#2
20
Properties=species:S:1:pos:R:3 method="wB97M-V/def2-TZVPD" smiles="CCNC(N)=O.O.O" gap_ev=10.62 e_lumo_ev=0.520 homo_energy_ev=-10.1 charge=0
C 1.790 0.689 0.774
N 1.164 0.690 -0.523
C -0.147 1.073 -0.696
N -0.843 1.542 0.411
O -0.711 0.947 -1.763
C 1.484 -0.474 1.743
H 1.583 1.622 1.287
H 2.899 0.724 0.657
H 1.625 0.142 -1.226
H -1.531 2.211 0.080
H -0.456 2.028 1.210
H 1.730 -1.430 1.285
H 0.382 -0.569 1.716
H 2.008 -0.365 2.690
H -2.642 -1.906 -0.155
H -1.753 -1.967 1.050
O -1.939 -2.434 0.219
H -0.990 -1.349 -3.079
H -1.779 -0.160 -2.614
O -1.873 -1.015 -3.066

***

Of them, #1 has the lowest stability.

***

#1
75
Properties=species:S:1:pos:R:3 method="wB97M-V/def2-TZVPD" smiles=CC(C)O.CCO.CCO.CCO.CCO.CCO.CCO.CCO gap_ev=10.05 e_lumo_ev=0.267 homo_energy_ev=-9.8 charge=0
C -2.147 -3.546 -0.283
C -1.015 -3.691 0.690
O -0.583 -5.056 0.740
H -3.050 -4.086 0.010
H -1.834 -3.933 -1.254
H -2.453 -2.505 -0.428
H -1.268 -3.392 1.717
H -0.127 -3.111 0.436
H -1.369 -5.607 0.814
C 0.487 -0.139 5.411
C 1.239 -0.022 4.110
O 0.238 -0.080 3.092
H 1.125 -0.153 6.297
H -0.039 -1.098 5.425
H -0.250 0.658 5.500
H 1.944 -0.851 3.995
H 1.790 0.924 4.047
H 0.620 -0.275 2.225
C -3.783 3.020 0.660
C -4.194 2.956 -0.796
O -5.588 3.279 -0.892
H -2.746 2.693 0.727
H -4.408 2.372 1.274
H -3.856 4.037 1.041
H -4.020 1.956 -1.210
H -3.598 3.676 -1.370
H -5.815 3.441 -1.811
C 4.530 3.088 -0.210
C 3.171 2.484 -0.453
O 2.459 2.362 0.801
H 5.032 2.503 0.565
H 4.407 4.089 0.206
H 5.169 3.106 -1.090
H 3.204 1.460 -0.824
H 2.587 3.092 -1.149
H 2.024 3.195 1.005
C 0.937 -3.988 -2.560
C 0.065 -3.061 -3.348
O -0.546 -3.727 -4.456
H 1.682 -4.511 -3.159
H 0.377 -4.815 -2.105
H 1.384 -3.451 -1.721
H 0.655 -2.205 -3.704
H -0.733 -2.628 -2.733
H -0.471 -3.180 -5.240
C 3.932 2.872 -4.048
C 4.355 4.315 -3.839
O 5.690 4.558 -4.244
H 4.073 2.594 -5.088
H 2.901 2.741 -3.712
H 4.543 2.230 -3.407
H 4.206 4.610 -2.791
H 3.729 4.998 -4.416
H 6.291 4.190 -3.589
C -3.690 -2.028 2.818
C -2.763 -2.515 3.911
O -2.473 -3.889 3.645
H -3.117 -1.951 1.892
H -4.086 -1.038 3.044
H -4.500 -2.739 2.669
H -3.173 -2.374 4.918
H -1.846 -1.910 3.901
H -1.607 -4.107 3.998
C -1.293 0.094 0.372
C -0.052 -0.173 -0.455
C 0.020 0.830 -1.592
O 1.115 -0.070 0.384
H -2.210 0.032 -0.221
H -1.233 1.103 0.780
H -1.428 -0.594 1.208
H -0.037 -1.187 -0.859
H 0.091 1.848 -1.200
H -0.893 0.793 -2.197
H 0.829 0.626 -2.297
H 1.389 0.859 0.424

***

#2
75
Properties=species:S:1:pos:R:3 method="wB97M-V/def2-TZVPD" smiles=CC(C)O.CCO.CCO.CCO.CCO.CCO.CCO.CCO gap_ev=10.22 e_lumo_ev=0.385 homo_energy_ev=-9.8 charge=0
C -0.341 1.518 0.842
C 0.407 0.527 -0.023
O 1.246 -0.278 0.791
H 0.350 2.135 1.407
H -1.048 1.006 1.501
H -0.995 2.085 0.171
H 1.079 1.104 -0.675
H -0.260 -0.056 -0.661
H 1.377 -1.123 0.341
C -0.733 -1.483 -3.084
C -2.035 -0.723 -3.246
O -1.733 0.624 -3.595
H -0.921 -2.411 -2.546
H 0.016 -0.899 -2.550
H -0.298 -1.692 -4.064
H -2.572 -0.742 -2.285
H -2.695 -1.219 -3.964
H -2.519 1.175 -3.549
C -1.985 -1.352 3.979
C -0.866 -1.106 2.978
O 0.203 -0.464 3.670
H -2.711 -2.047 3.550
H -2.517 -0.429 4.215
H -1.604 -1.756 4.917
H -1.261 -0.433 2.208
H -0.499 -2.039 2.545
H 0.881 -0.239 3.019
C -2.393 5.333 -1.104
C -3.545 4.466 -1.592
O -3.310 3.890 -2.868
H -1.579 4.725 -0.709
H -2.691 5.988 -0.282
H -2.010 5.970 -1.904
H -4.502 4.997 -1.552
H -3.652 3.622 -0.905
H -3.129 4.600 -3.491
C 3.212 1.632 -4.239
C 1.922 1.097 -3.665
O 0.975 0.947 -4.708
H 2.996 2.516 -4.835
H 3.647 0.889 -4.909
H 3.904 1.846 -3.427
H 1.528 1.778 -2.896
H 2.075 0.139 -3.143
H 0.090 0.973 -4.326
C 3.822 0.098 3.262
C 3.607 -1.237 3.911
O 4.505 -1.393 5.043
H 3.116 0.263 2.441
H 4.822 0.168 2.831
H 3.700 0.919 3.970
H 3.861 -2.051 3.222
H 2.595 -1.439 4.252
H 5.247 -1.932 4.758
C -4.416 0.219 0.754
C -4.239 0.411 2.254
O -5.180 1.237 2.891
H -3.508 -0.299 0.415
H -4.494 1.123 0.147
H -5.241 -0.459 0.543
H -3.214 0.699 2.527
H -4.323 -0.603 2.661
H -5.026 2.145 2.612
C 3.544 -2.472 -0.206
C 2.486 -3.452 -0.675
C 2.733 -4.854 -0.150
O 1.205 -2.962 -0.232
H 3.612 -2.433 0.888
H 3.316 -1.454 -0.525
H 4.527 -2.762 -0.574
H 2.526 -3.429 -1.772
H 2.563 -4.852 0.927
H 3.762 -5.149 -0.346
H 2.050 -5.568 -0.612
H 0.535 -3.573 -0.557

***

Of them, #2 has the lowest stability.

***

#1
22
Properties=species:S:1:pos:R:3 method="wB97M-V/def2-TZVPD" gap_ev=9.33 e_lumo_ev=0.328 homo_energy_ev=-9.0 charge=0
C 2.748 0.932 -1.361
C 2.310 -1.084 -1.063
C -1.044 0.458 2.248
C -0.843 1.143 0.901
C -1.140 0.240 -0.309
C -0.097 -0.833 -0.546
N 3.303 -0.297 -1.378
N 1.475 0.938 -1.050
N 1.188 -0.358 -0.856
O -2.390 -0.406 -0.189
S -0.597 -2.095 -1.721
H 3.290 1.827 -1.582
H 2.361 -2.149 -0.966
H -0.964 1.189 3.048
H -0.289 -0.307 2.413
H -2.023 -0.012 2.299
H -1.514 2.006 0.835
H 0.177 1.515 0.808
H -1.134 0.875 -1.214
H 0.062 -1.623 0.881
H -3.057 0.256 0.022
H -1.820 -2.215 -1.220

***

#2
22
Properties=species:S:1:pos:R:3 method="wB97M-V/def2-TZVPD" gap_ev="7.88 / 7.88" e_lumo_ev="0.060 / 0.058" homo_energy_ev="-7.8 / -7.8" charge=0
C 0.453 0.445 -2.778
C 0.123 -0.148 -1.521
C 1.445 -0.674 2.183
C 0.002 -0.415 1.885
C -0.099 0.955 1.245
C -1.260 0.925 0.315
N 0.764 -0.551 -3.601
N 0.121 -1.494 -1.645
N 0.605 -1.649 -2.887
O -2.344 0.147 0.270
S -1.504 2.520 -0.453
H 0.500 1.527 -3.057
H 1.936 -0.601 1.190
H 1.890 0.004 2.883
H 1.770 -1.689 2.569
H -0.310 -1.266 1.271
H -0.553 -0.382 2.862
H 0.772 1.266 0.625
H -0.269 1.806 1.939
H 0.929 -2.497 -3.329
H -2.104 -0.693 0.559
H -2.868 2.464 -0.525

***

#3
22
Properties=species:S:1:pos:R:3 method="wB97M-V/def2-TZVPD" smiles="CC(C)(C)[C@@]1(O)N=NC(=S)N1" gap_ev=7.79 e_lumo_ev=-1.057 homo_energy_ev=-8.8 charge=0
C 1.821 -0.024 -2.802
C -0.027 0.292 -1.589
C -0.936 1.191 0.539
C 1.480 0.417 0.592
C -0.415 -1.274 0.495
C 0.027 0.102 0.069
N 1.725 1.342 -2.609
N 0.713 1.541 -1.935
N 0.833 -0.673 -2.163
O -1.309 0.172 -2.097
S 3.067 -0.720 -3.558
H -0.700 1.260 1.630
H -1.960 0.981 0.318
H -0.663 2.116 0.102
H 2.263 -0.400 0.381
H 1.932 1.320 0.357
H 1.390 0.368 1.718
H -0.766 -1.250 1.526
H 0.443 -1.983 0.370
H -1.195 -1.586 -0.269
H 0.950 -1.525 -1.666
H -1.845 0.976 -2.041

***

Of them, #2 has the lowest stability.

***

#1
17
Properties=species:S:1:pos:R:3 method="wB97M-V/def2-TZVPD" smiles=CC(C)CC[O-] gap_ev=6.26 e_lumo_ev=4.137 homo_energy_ev=-2.1 charge=-1
C -1.424 -1.047 -0.460
O -2.074 -0.272 0.443
C -0.014 -0.456 -0.935
C 0.494 0.556 0.096
C 1.580 1.411 -0.529
C 0.959 -0.095 1.390
H -1.165 -2.050 -0.033
H -2.059 -1.179 -1.366
H -0.061 0.018 -1.916
H 0.657 -1.326 -0.928
H -0.398 1.142 0.326
H 2.124 1.937 0.260
H 2.263 0.760 -1.079
H 1.128 2.117 -1.222
H 1.901 0.343 1.737
H 1.109 -1.171 1.267
H 0.215 0.000 2.181

***

#2
17
Properties=species:S:1:pos:R:3 method="wB97M-V/def2-TZVPD" gap_ev=6.18 e_lumo_ev=3.902 homo_energy_ev=-2.3 charge=-1
C -0.918 0.665 1.052
C 0.500 0.558 0.463
C 0.875 1.736 -0.376
C 1.940 2.508 -0.202
H -1.520 1.322 0.424
H -1.364 -0.322 1.111
H -0.824 1.114 2.048
H 0.473 -0.304 -0.220
H 1.256 0.385 1.232
H 0.138 1.978 -1.140
H 2.194 3.291 -0.908
H 2.606 2.360 0.642
C -1.068 -3.050 -0.821
O -0.958 -1.708 -0.727
H -0.347 -3.625 -0.182
H -2.076 -3.456 -0.539
H -0.907 -3.452 -1.858

***

Of them, #2 has the lowest stability.

***

#1
11
Properties=species:S:1:pos:R:3 method="wB97M-V/def2-TZVPD" smiles="O=CO.O.O" gap_ev=10.60 e_lumo_ev=-0.014 homo_energy_ev=-10.6 charge=0
O -0.219 0.459 1.280
C -0.227 0.106 0.141
O 0.769 -0.524 -0.436
H -1.099 0.194 -0.521
H 1.468 -0.342 -1.129
H 2.056 -0.313 -3.360
H 2.207 1.024 -2.677
O 2.157 0.069 -2.492
H -2.839 -0.734 3.488
H -1.782 -0.031 2.527
O -2.491 0.093 3.180

***

#2
11
Properties=species:S:1:pos:R:3 method="wB97M-V/def2-TZVPD" smiles=OOO.CO gap_ev=9.86 e_lumo_ev=0.415 homo_energy_ev=-9.4 charge=0
C 1.592 -0.597 0.106
H 2.468 -1.025 -0.381
H 0.690 -1.197 -0.149
H 1.756 -0.625 1.197
H 0.501 0.827 -0.249
H -3.018 -0.314 0.291
H -1.154 1.607 -0.490
O 1.469 0.682 -0.416
O -2.363 -0.396 -0.392
O -1.103 -0.187 0.206
O -0.836 1.227 0.278

***

Of them, #2 has the lowest stability.